1.
Formula: C2H3N3S
Source: the Open Molecules 2025 dataset
Level of theory: the ωB97M-V functional and the def2-TZVPD basis

The geometry in XYZ format:
```
9
Properties=species:S:1:pos:R:3:forces:R:3
C -0.780752 -0.602732 -0.778759 0.6 0.1 -0.7
C 0.355719 0.973733 -1.582197 1.0 0.1 0.4
H -0.750925 0.286909 2.415728 0.3 -0.1 -0.6
H -1.419721 -1.478720 -0.636170 0.3 0.6 0.1
H 0.832626 1.688320 -2.253323 -0.5 -0.3 0.0
N 0.025223 -0.071235 0.175636 -0.8 -0.6 1.1
N -0.546067 0.025370 -1.920179 -0.7 -0.3 0.3
N 0.756351 0.932254 -0.324064 -0.1 0.4 -0.4
S 0.139979 -0.557953 1.819984 -0.1 0.1 -0.2
```
Forces are in eV/Å.

- SMILES string = Sn1cncn1
- highest occupied orbital energy (eV) = -10.2260
- spin multiplicity = 1
- energy above the lowest of the compared OMol25 structures with the same formula, charge and spin (kcal per mole) = 15.3
- frontier orbital gap (hartree) = 0.3954



2.
Formula: C6H5Cl3O
Source: the Open Molecules 2025 dataset
Level of theory: the ωB97M-V functional and the def2-TZVPD basis

The geometry in XYZ format:
```
15
Properties=species:S:1:pos:R:3:forces:R:3
C 0.645680 -0.726442 -0.266357 0.4 0.6 -3.5
C 0.075780 -0.693293 1.048048 -0.1 0.5 -1.2
C 0.261241 0.120092 -1.269222 -0.7 -2.0 5.9
C -0.554944 0.394856 1.452707 -0.6 0.4 2.1
C -0.799904 1.019208 -0.989028 -2.1 4.4 2.6
C -0.551097 1.650477 0.615677 -1.3 -2.0 -2.1
O -0.875848 2.059624 -1.919345 -0.7 0.3 0.7
Cl -2.481985 0.127725 -0.964672 0.9 0.5 0.0
Cl -1.943573 2.710442 0.999331 0.8 -0.1 0.0
Cl 1.034098 2.429042 0.761597 -0.5 0.4 -0.2
H 1.286220 -1.530875 -0.607061 0.3 0.0 0.6
H 0.097515 -1.633805 1.513182 -0.1 -0.8 1.3
H 0.454614 0.216083 -2.217656 2.1 -0.6 -5.2
H -1.044899 0.414083 2.450877 0.4 0.2 -0.9
H -1.575399 2.753751 -1.688978 1.3 -1.7 -0.1
```
Forces are in eV/Å.

- SMILES string = O[C@@]1(Cl)C=CC=CC1(Cl)Cl
- highest occupied orbital energy (eV) = -9.2077
- spin multiplicity = 1
- energy above the lowest of the compared OMol25 structures with the same formula, charge and spin (kcal per mole) = 44.1
- frontier orbital gap (hartree) = 0.3226



3.
Formula: C4H7F3N3
Source: the Open Molecules 2025 dataset
Level of theory: the ωB97M-V functional and the def2-TZVPD basis

The geometry in XYZ format:
```
17
Properties=species:S:1:pos:R:3:forces:R:3
C 1.972366 -0.144131 -0.738559 -0.1 2.4 -0.8
C -1.930709 0.681737 1.934064 -1.4 -0.1 1.1
C 0.553831 0.121815 -0.768833 -1.2 -2.4 -2.0
C -0.215015 -1.262440 -1.096101 -0.9 3.7 0.5
N 2.811024 0.777035 -1.222532 -1.5 -3.5 1.6
N -2.964847 0.715069 2.680235 -2.6 -1.3 0.7
N -1.040732 0.621770 1.254597 2.8 0.2 -1.7
F 0.206199 -1.821156 -2.179701 1.3 -1.2 -1.4
F -0.008163 -2.015883 -0.047055 -0.6 -1.4 0.6
F -1.545781 -1.027133 -1.365132 1.1 -0.2 1.3
H 2.261906 -1.087891 -0.272024 0.7 0.5 0.1
H 0.104524 0.826874 -1.461252 0.7 0.6 -0.2
H 3.786134 0.633432 -1.160143 1.2 -0.1 0.0
H -3.593919 -0.102701 2.711366 0.6 0.9 0.0
H -2.974488 1.335401 3.443443 -0.2 0.7 0.9
H 2.462329 1.342095 -1.945702 -0.5 1.4 -0.7
H 0.115343 0.406108 0.233327 0.4 -0.1 0.1
```
Forces are in eV/Å.

- charge = +1
- highest occupied orbital energy (eV) = -13.9560
- spin multiplicity = 1
- energy above the lowest of the compared OMol25 structures with the same formula, charge and spin (kcal per mole) = 0.0
- frontier orbital gap (hartree) = 0.3329



4.
Formula: C3H4O2
Source: the Open Molecules 2025 dataset
Level of theory: the ωB97M-V functional and the def2-TZVPD basis

The geometry in XYZ format:
```
9
Properties=species:S:1:pos:R:3:forces:R:3
C 0.845905 -0.938260 -0.823372 -2.3 -4.1 -1.5
C -0.363888 -0.146993 -0.400228 2.7 3.5 -8.4
C -0.523714 0.197186 0.962020 3.4 4.3 6.1
H 1.750340 -0.704645 -0.342961 1.0 0.6 0.4
H 0.853952 -1.211413 -1.907798 0.4 2.0 0.3
H 0.695487 -2.037601 -0.689971 0.0 0.4 1.5
H -1.357359 0.907719 1.145026 -0.2 -0.9 0.3
O -0.713467 0.718602 -1.370880 -0.1 -4.1 5.8
O 0.501937 0.328191 1.791529 -5.0 -1.8 -4.4
```
Forces are in eV/Å.

- SMILES string = CC(=O)C=O
- highest occupied orbital energy (eV) = -10.6657
- spin multiplicity = 1
- energy above the lowest of the compared OMol25 structures with the same formula, charge and spin (kcal per mole) = 75.7
- frontier orbital gap (hartree) = 0.3261



5.
Formula: C2H3Cr
Source: the Open Molecules 2025 dataset
Level of theory: the ωB97M-V functional and the def2-TZVPD basis

The geometry in XYZ format:
```
6
Properties=species:S:1:pos:R:3:forces:R:3
C 0.161885 -0.498299 -0.325417 2.2 0.0 2.0
H 0.010274 -1.312667 0.420832 -0.5 0.0 -0.2
C -0.440728 0.690551 -0.219484 0.2 -0.8 -0.4
H -0.337158 1.386815 -1.059383 -0.2 0.4 0.7
H 1.232189 -0.653120 -0.686641 -1.7 0.3 -0.6
Cr -0.626464 0.386721 1.870091 0.0 0.1 -1.5
```
Forces are in eV/Å.

- charge = +1
- highest occupied orbital energy (spin up / spin down) (eV) = -14.5356 / -14.6599
- expectation value of S² = 6.429
- spin multiplicity = 5
- energy above the lowest of the compared OMol25 structures with the same formula, charge and spin (kcal per mole) = 0.0
- frontier orbital gap (spin up / spin down) (hartree) = 0.2933 / 0.3193